A structure of composition C3H2O3Sm at a distorted geometry, computed with ωB97M-V/def2-TZVPD.

Atoms and positions in Å:
O -0.19542 0.06105 0.02666
C 0.09451 -1.30417 0.40102
C 1.38475 -1.47228 0.70314
O 2.32553 -0.61449 0.69142
Sm 1.89393 1.31729 0.19462
H -0.74864 -1.98432 0.40267
C -1.39626 0.39237 -0.44099
O -1.25604 1.62507 -0.83769
H -2.10235 1.97948 -1.14084

Calculated values
- Highest occupied orbital energy (spin up / spin down): -18.076 / -18.161 eV
- E_tot: -998.34780 a.u.
- Molar mass: 236.41 g/mol
- Net charge: +2
- Multiplicity: 7
- ΔE to the lowest compared entry with this formula, charge and spin: 4.668 eV



The molecule C3H2O4S at a distorted geometry, computed with ωB97M-V/def2-TZVPD.

Atoms and positions in Å:
O 0.47642 2.50404 0.00828
C -0.07640 1.47254 -0.10905
O -1.46477 1.22074 0.07750
C -1.33707 -0.21347 0.02377
C 0.29945 0.06714 -0.45145
S 1.53428 -0.86187 0.00322
O 1.30260 -2.30196 -0.01428
O 2.87002 -0.35483 0.06613
H -2.07957 -0.79574 -0.69813
H -1.52496 -0.73658 1.09400

Calculated values
- Highest occupied orbital energy: -10.946 eV
- SMILES string: O=C1OCC1=S(=O)=O
- E_tot: -814.53002 a.u.
- Molar mass: 134.11 g/mol
- Net charge: 0
- ΔE to the lowest compared entry with this formula, charge and spin: 3.852 eV



The molecule C3H2O6 at a distorted geometry, computed with ωB97M-V/def2-TZVPD.

Atoms and positions in Å:
C 1.32026 0.83194 0.04696
C 1.36619 -0.78589 0.21652
C -0.94890 -0.39554 -0.04565
O 2.39311 1.41554 0.05644
O 2.19979 -1.59938 0.13750
O 0.11580 1.20706 -0.09866
O -0.00346 -1.12973 0.40743
O -1.16219 -0.46291 -1.33288
O -1.91593 -0.05200 0.78318
H -1.65058 0.33588 -1.66087
H -1.71411 0.63504 1.49002

Calculated values
- Highest occupied orbital energy: -10.250 eV
- E_tot: -566.94204 a.u.
- Molar mass: 134.04 g/mol
- Net charge: 0
- ΔE to the lowest compared entry with this formula, charge and spin: 0.000 eV



The molecule C3H2S at a distorted geometry, computed with ωB97M-V/def2-TZVPD.

Atoms and positions in Å:
C -0.81676 -1.03726 0.50919
C -0.32659 0.16086 0.39145
C 0.43488 0.65944 -0.47753
S 2.17804 0.89429 -0.19857
H -1.47496 -1.82869 1.20505
H 0.00539 1.15136 -1.42959

Calculated values
- Highest occupied orbital energy (spin up / spin down): -8.841 / -8.805 eV
- SMILES string: C#CC=S
- E_tot: -513.50144 a.u.
- Molar mass: 70.12 g/mol
- Net charge: 0
- ΔE to the lowest compared entry with this formula, charge and spin: 2.700 eV